Below is a molecular structure, C27H29N6OPS3W, with properties calculated with wB97M-V/def2-TZVPD.

Atoms and positions in Å:
W (-0.20739, 0.01570, -0.39182)
C (-1.80385, 1.88600, 4.57069)
S (-0.96551, 0.28038, 4.42773)
C (-0.52494, 0.14542, 2.76465)
S (-0.81975, 1.39938, 1.55981)
N (0.11213, -0.95219, 2.48305)
N (0.52102, -1.10835, 1.21491)
C (1.38919, -2.09318, 0.96039)
C (1.96590, -2.06539, -0.32976)
C (2.91297, -2.98635, -0.82304)
C (3.40566, -2.83883, -2.09492)
C (2.96467, -1.75706, -2.87581)
C (2.04684, -0.88376, -2.34914)
N (1.53478, -1.01570, -1.10900)
H (-1.30514, 2.44290, 5.35741)
H (-2.83556, 1.70295, 4.85888)
H (-1.73749, 2.42036, 3.62808)
H (1.69295, -2.78049, 1.73948)
H (3.22289, -3.79642, -0.18252)
H (4.13008, -3.53332, -2.49073)
H (3.33086, -1.61555, -3.87881)
H (1.66936, -0.04522, -2.93346)
S (2.04454, 3.46533, -2.37753)
C (3.06923, 2.85120, -1.10202)
C (4.36490, 3.22349, -0.77931)
C (4.97451, 2.59188, 0.28844)
C (4.29589, 1.63454, 1.04162)
C (3.00232, 1.26754, 0.73059)
C (2.39020, 1.86079, -0.37355)
N (1.12513, 1.57502, -0.85650)
C (0.80888, 2.36084, -1.89753)
C (-0.48645, 2.18496, -2.48124)
C (-0.94151, 2.95619, -3.55422)
C (-2.22693, 2.77307, -4.01109)
C (-3.04607, 1.82503, -3.40522)
C (-2.56951, 1.03426, -2.37320)
C (-1.27045, 1.15884, -1.85664)
H (4.87518, 3.98363, -1.34736)
H (5.98789, 2.85055, 0.54706)
H (4.78924, 1.18063, 1.88593)
H (2.45367, 0.55979, 1.34337)
H (-0.27892, 3.67874, -4.01024)
H (-2.59827, 3.36924, -4.82778)
H (-4.06099, 1.70354, -3.75274)
H (-3.22911, 0.28503, -1.94439)
N (-0.92580, -3.00844, -1.03489)
C (-1.31413, -3.98310, -1.87067)
C (-1.50395, -3.40241, -3.10676)
C (-1.20949, -2.05169, -2.92340)
N (-0.85872, -1.81626, -1.66012)
H (-0.73089, -3.08805, -0.04265)
H (-1.43186, -4.99828, -1.55007)
H (-1.81998, -3.87619, -4.01251)
H (-1.25260, -1.25720, -3.64438)
C (-3.68510, -1.05323, 2.73237)
P (-3.65986, -1.20665, 0.92215)
C (-4.90520, -0.07133, 0.23692)
C (-4.22783, -2.88791, 0.51310)
O (-2.26603, -0.96693, 0.36193)
H (-4.62687, -1.43214, 3.11602)
H (-3.58554, -0.00784, 3.01418)
H (-2.86489, -1.62442, 3.16455)
H (-5.80746, -0.12813, 0.83998)
H (-5.15527, -0.37099, -0.77881)
H (-4.53813, 0.95271, 0.22979)
H (-5.26891, -2.96782, 0.80807)
H (-3.66191, -3.64513, 1.04965)
H (-4.15729, -3.06314, -0.55796)

## Properties
HOMO (spin up / spin down), Eh: -0.494 / -0.499
Orbital gap (spin up / spin down), eV: 6.78 / 6.10
Lowest unoccupied orbital energy (spin up / spin down), eV: -6.66 / -7.48
Multiplicity: 3
Net charge: +2
M, g mol⁻¹: 764.59

The molecule's Löwdin atomic charges, reported in e, are given here:
1. W 1.53
2. C -0.35
3. S 0.94
4. C -1.04
5. S 0.68
6. N -0.08
7. N -0.22
8. C -0.04
9. C -0.25
10. C 0.03
11. C 0.00
12. C 0.00
13. C -0.08
14. N -0.06
15. H 0.05
16. H 0.04
17. H -0.01
18. H 0.15
19. H 0.13
20. H 0.13
21. H 0.12
22. H 0.13
23. S 1.20
24. C -0.43
25. C -0.06
26. C -0.05
27. C -0.05
28. C -0.02
29. C -0.30
30. N -0.14
31. C -0.51
32. C -0.26
33. C -0.02
34. C -0.04
35. C -0.05
36. C -0.12
37. C -0.24
38. H 0.12
39. H 0.12
40. H 0.12
41. H 0.09
42. H 0.11
43. H 0.12
44. H 0.12
45. H 0.07
46. N 0.01
47. C -0.05
48. C -0.02
49. C -0.10
50. N -0.10
51. H 0.14
52. H 0.13
53. H 0.11
54. H 0.12
55. C -0.16
56. P 0.64
57. C -0.15
58. C -0.15
59. O -0.51
60. H 0.07
61. H 0.04
62. H 0.05
63. H 0.07
64. H 0.06
65. H 0.06
66. H 0.06
67. H 0.06
68. H 0.05

---

Below is a molecular structure, C9H13HfNO2, with properties calculated with wB97M-V/def2-TZVPD.

Atoms and positions in Å:
C (-0.83912, 1.05985, -1.22131)
C (0.57711, 0.93060, -1.63821)
C (1.27074, 2.11332, -1.19814)
C (0.32834, 2.96697, -0.52528)
C (-0.96736, 2.30968, -0.50985)
Hf (0.51480, 1.01278, 0.72928)
N (-1.06563, -2.40294, -0.26710)
C (-0.77201, -3.64998, -0.54293)
C (0.33656, -2.53436, -0.34158)
H (2.25990, 2.41906, -1.50863)
H (0.97304, 0.17076, -2.30798)
H (0.49700, 4.01830, -0.29903)
H (-1.89753, 2.80714, -0.24274)
H (-1.65049, 0.40375, -1.53946)
H (0.75074, -2.10692, -1.24239)
H (-0.95731, -3.95196, -1.57396)
H (-1.68421, -1.71463, 0.22134)
H (0.89639, -2.58066, 0.59199)
H (-0.83647, -4.41530, 0.24694)
C (0.16065, -0.06553, 3.93376)
O (0.26518, 0.45297, 2.64888)
C (1.59526, 1.77586, 2.51668)
O (2.07986, 2.13585, 3.51995)
H (0.04679, -1.13976, 3.80431)
H (-0.74421, 0.32398, 4.38644)
H (1.01396, 0.11006, 4.59352)

## Properties
ΔE to the lowest compared entry with this formula, charge and spin, kcal/mol: 96.96
HOMO (spin up / spin down), Eh: -0.205 / -0.204
Orbital gap (spin up / spin down), eV: 5.56 / 5.69
Lowest unoccupied orbital energy (spin up / spin down), eV: -0.02 / 0.13
M, g mol⁻¹: 345.70

The molecule's Löwdin atomic charges, reported in e, are given here:
1. C -0.21
2. C -0.23
3. C -0.27
4. C -0.25
5. C -0.24
6. Hf 1.29
7. N -0.14
8. C -0.21
9. C -0.15
10. H 0.10
11. H 0.10
12. H 0.11
13. H 0.11
14. H 0.10
15. H 0.07
16. H 0.10
17. H 0.14
18. H 0.09
19. H 0.10
20. C -0.17
21. O -0.47
22. C -0.25
23. O 0.04
24. H 0.08
25. H 0.08
26. H 0.08

---

| no. | strongest force on any atom (eV/Å) |
| --- | --- |
| 1 | 2.3 |
| 2 | 7.1 |